1.
The following is a quantum chemistry calculation of a single C23H28N4O6 molecule at a distorted geometry, from OMol25.

Geometry as XYZ:
```
61
Properties=species:S:1:pos:R:3
C -7.4317 7.4347 -2.8666
C -6.7875 7.5949 -1.5467
C -5.5096 6.7688 -1.5749
C -5.6115 5.2466 -1.6170
N -4.2298 4.6295 -1.3829
C -4.0881 3.6077 -0.3010
O -4.8983 3.2374 0.6924
C -2.6172 3.1058 -0.5442
O -1.8275 3.3673 -1.4026
N -2.4955 2.2864 0.6109
N -1.3817 1.4433 0.6684
C -1.1420 0.7621 1.7015
C 0.0996 0.2776 2.1967
C -0.0010 -0.7593 3.1837
C 1.3365 -1.3184 3.4305
C 2.3403 -1.3542 2.7723
O 3.5135 -1.9805 2.7626
C 4.6056 -1.9066 2.3408
C 4.7198 -2.3769 1.0711
O 5.5053 -2.2620 0.0193
N 3.5671 -3.3273 0.7496
C 3.0706 -3.7040 -0.5198
C 3.9561 -3.6713 -1.6731
C 3.4680 -4.1089 -2.8286
C 2.0658 -4.6871 -3.0049
C 1.4286 -4.6565 -1.8853
O 0.0563 -5.2735 -2.0143
C -0.8123 -5.4699 -0.9115
C 1.8116 -4.2440 -0.7589
C 2.2796 -0.3337 1.6942
O 3.3148 -0.3989 0.7822
C 3.3664 0.3731 -0.5421
C 1.0854 0.2121 1.3793
H -7.7467 6.4027 -3.2288
H -8.4881 8.0583 -2.7625
H -6.6106 7.9009 -3.6771
H -6.3868 8.5659 -1.2672
H -7.3619 7.0038 -0.7540
H -5.0324 6.9212 -0.3939
H -4.8978 6.9075 -2.2099
H -6.0914 5.1033 -2.7403
H -6.3766 4.8551 -0.7433
H -3.5980 4.6307 -2.1336
H -3.2984 2.1369 1.1485
H -2.0463 0.5379 2.5107
H -0.7650 -0.8047 3.7566
H 1.2739 -1.8945 4.4722
H 5.0011 -0.7995 2.3984
H 5.2856 -2.5151 3.0654
H 3.0125 -3.4313 1.3304
H 4.7808 -3.3582 -1.8291
H 4.0855 -4.0369 -3.9208
H 1.5321 -5.2105 -3.7603
H -0.5049 -5.8965 0.0684
H -1.7939 -5.9728 -1.1410
H -0.9248 -4.3411 -0.4205
H 1.3061 -4.2139 0.3983
H 4.1881 -0.0178 -0.9541
H 3.0307 1.3424 -0.4317
H 2.3976 -0.2368 -1.0382
H 0.9162 0.9625 0.2984
```

Summary:
ΔE to the lowest compared entry with this formula, charge and spin ... 2189.72 kJ/mol
Energy ... -1562.93064 a.u.
LUMO ... -0.52 eV
SMILES ... CCCCNC(=O)C(=O)N/N=C/c1ccc(OCC(=O)Nc2cccc(OC)c2)c(OC)c1
Net charge ... 0
HOMO ... -8.08 eV

***

2.
The following is a quantum chemistry calculation of a single CH2O2S molecule at a distorted geometry, from OMol25.

Geometry as XYZ:
```
6
Properties=species:S:1:pos:R:3
O 0.7476 -1.0710 -0.1200
C -0.0788 0.0247 -0.0432
O 0.5941 1.0930 -0.3487
S -1.5243 -0.1264 0.5258
H 0.2330 -1.8290 0.1301
H 0.0283 1.9087 -0.1440
```

Summary:
ΔE to the lowest compared entry with this formula, charge and spin ... 50.89 kJ/mol
Energy ... -587.96740 a.u.
LUMO ... 0.47 eV
SMILES ... OC(O)=S
Net charge ... 0
HOMO ... -9.41 eV

***

3.
The following is a quantum chemistry calculation of 2 unconnected molecules or ions with the total composition C28H26NO, from OMol25.

Geometry as XYZ:
```
56
Properties=species:S:1:pos:R:3
C -5.6129 -1.5321 1.8827
C -4.2133 -1.0224 1.7730
C -3.9864 0.3216 1.4427
C -2.7024 0.8205 1.3854
C -1.5632 -0.0039 1.6546
C -0.2849 0.6050 1.5985
C 0.9946 -0.0010 1.6589
C 2.1231 0.8394 1.9208
C 3.3980 0.3262 2.0136
C 3.6260 -1.0480 1.8467
C 5.0108 -1.5906 1.9631
C 2.5467 -1.8857 1.5392
C 1.2599 -1.3848 1.4331
C -1.8243 -1.3614 2.0255
C -3.1205 -1.8524 2.0559
H -5.6314 -2.6253 1.9044
H -6.0933 -1.1739 2.8041
H -6.2326 -1.1844 1.0481
H -4.8395 0.9744 1.2442
H -2.5255 1.8706 1.1471
H -0.2801 1.6978 1.5675
H 1.9445 1.9101 2.0347
H 4.2468 0.9879 2.2014
H 4.9913 -2.6835 2.0184
H 5.6366 -1.3097 1.1042
H 5.5079 -1.2028 2.8615
H 2.7382 -2.9516 1.3862
H 0.4503 -2.0566 1.1512
H -1.0083 -2.0143 2.3308
H -3.3103 -2.8947 2.3289
C 4.5907 -1.1086 -1.9730
C 4.5513 0.1545 -1.3677
C 3.3639 0.8794 -1.3539
C 2.1915 0.3591 -1.9218
C 0.9391 1.1986 -1.8172
C -0.2968 0.6548 -2.2231
N -1.4960 1.3436 -2.2020
C -1.5889 2.6744 -1.8482
C -2.8049 3.3263 -1.8229
C -3.9775 2.6479 -2.1480
C -3.8787 1.2906 -2.4792
C -2.6590 0.6553 -2.5078
O 1.0570 2.3521 -1.3249
C 2.2477 -0.8903 -2.5560
C 3.4370 -1.6259 -2.5715
H 5.5231 -1.6750 -1.9833
H 5.4367 0.5855 -0.8999
H 3.3273 1.8565 -0.8731
H -0.3674 -0.3642 -2.5889
H -0.6595 3.1538 -1.5859
H -2.7962 4.3758 -1.5394
H -4.9378 3.1546 -2.1465
H -4.7607 0.7020 -2.7251
H -2.5069 -0.3905 -2.7652
H 1.3572 -1.2811 -3.0446
H 3.4619 -2.6038 -3.0576
```

Summary:
Energy ... -1212.29029 a.u.
LUMO ... -5.26 eV
Net charge ... +1
HOMO ... -9.82 eV

***

4.
The following is a quantum chemistry calculation of a single C4H5NO2 molecule at a distorted geometry, from OMol25.

Geometry as XYZ:
```
12
Properties=species:S:1:pos:R:3
C -0.0393 -2.8142 -0.6969
C -0.0375 -1.6079 -0.6235
C 0.1542 -0.1690 -0.2794
C -0.1425 0.4252 1.0716
O -0.6212 1.7423 0.8435
N 0.5287 0.4397 -1.3614
O 1.0172 1.7657 -1.1362
H 0.0455 -3.8987 -1.0606
H -0.8007 -0.2556 1.6679
H 0.8548 0.4996 1.5290
H -1.5270 1.7158 0.4221
H 0.5678 2.1570 -0.3761
```

Summary:
ΔE to the lowest compared entry with this formula, charge and spin ... 476.59 kJ/mol
Energy ... -360.48790 a.u.
LUMO ... 0.42 eV
SMILES ... C#C/C(CO)=N/O
Net charge ... 0
HOMO ... -9.47 eV

***

5.
The following is a quantum chemistry calculation of 2 unconnected molecules or ions with the total composition C3H12N2O at a distorted geometry, from OMol25.

Geometry as XYZ:
```
18
Properties=species:S:1:pos:R:3
C -2.3986 -0.5433 3.2592
O -1.4585 -0.2466 2.2105
C -3.1259 0.7679 3.5337
H -1.8324 -0.9845 4.0693
H -3.0948 -1.2605 2.8303
H -0.9971 -1.0890 2.0411
H -4.0883 0.7015 3.0070
H -2.4835 1.5716 3.1937
H -3.4748 0.8057 4.5730
N 3.4116 -0.7502 -2.5306
C 2.2469 -0.3116 -3.2986
N 1.9991 1.1053 -3.1422
H 4.0210 0.0262 -2.3023
H 4.0100 -1.3193 -3.1302
H 1.3388 -0.8355 -2.9821
H 2.4023 -0.5518 -4.3641
H 1.0093 1.2841 -3.1402
H 2.5150 1.6300 -3.8276
```

Summary:
ΔE to the lowest compared entry with this formula, charge and spin ... 105.15 kJ/mol
Energy ... -306.15671 a.u.
LUMO (alpha / beta) ... 3.47 / 3.68 eV
Net charge ... -1
Spin multiplicity ... 2
HOMO (alpha / beta) ... 1.45 / -6.16 eV